Entry from OMol25: 2 unconnected molecules or ions with the total composition C4H6ClN (the ωB97M-V functional and the def2-TZVPD basis).

Last column: Mulliken charge in e.
Cartesian coordinates (Å):
C 0.316 0.077 0.832  0.651
C -0.540 -0.186 -0.095  -0.134
C 1.296 0.815 1.516  -1.126
C -1.491 -0.031 -2.112  -0.594
N -0.484 -1.114 0.990  -0.309
Cl 0.655 -2.636 0.626  -0.299
H 2.251 0.275 1.786  0.266
H 0.844 1.157 2.339  0.348
H 1.581 1.700 1.020  0.324
H -2.241 0.757 -1.963  0.320
H -1.587 -1.077 -2.207  0.300
H -0.598 0.265 -2.731  0.252

The calculation puts the LUMO energy at -0.251 eV. As for the total charge: 0. The HOMO energy is -0.3116 Ha. Its relative energy (zero: lowest compared OMol25 entry of this formula, charge and spin) is 612.4 kJ/mol. Its frontier orbital gap is 0.3024 Eh. Its strongest force on any atom is 4.7 eV/A.